20
Properties=species:S:1:pos:R:3:forces:R:3 method="wB97M-V/def2-TZVPD" charge=+1 multiplicity=1
C 0.5293 -1.4921 2.0945 -0.864 -0.086 -0.871
C 0.0262 -2.2642 0.8062 1.468 0.621 1.590
C -0.1584 -1.3623 -0.4167 0.511 -2.007 -0.373
N -0.9429 -0.1637 -0.1394 1.589 -0.624 -0.442
C -0.4688 1.0215 -0.4571 -1.381 -0.316 1.132
N -0.9953 2.0944 0.0973 -0.068 0.278 -0.752
H 0.0263 -2.0172 2.8997 0.438 0.312 0.540
H 1.6011 -1.4331 2.2398 0.171 -0.426 -0.089
H 0.2101 -0.4441 2.0993 -0.234 -0.129 0.130
H 0.8163 -2.9808 0.5747 -0.113 -0.003 -0.327
H -0.7773 -2.8946 1.1866 -0.641 0.345 -0.858
H 0.8514 -1.1330 -0.7544 -0.062 0.604 0.058
H -0.5526 -1.9906 -1.2242 -0.504 0.504 0.051
H -1.5384 -0.3405 0.6564 -0.525 0.711 -0.051
H 0.3540 1.1114 -1.1507 -0.077 0.064 -0.139
H -0.8907 2.9841 -0.3706 0.309 0.071 0.152
H -1.8347 1.9774 0.6455 0.013 0.169 0.123
H 1.7734 2.5279 -2.8461 0.400 0.009 -0.232
H 1.0030 3.7825 -3.2511 0.078 0.498 -0.417
O 0.9681 3.0168 -2.6897 -0.508 -0.595 0.775



20
Properties=species:S:1:pos:R:3:forces:R:3 method="wB97M-V/def2-TZVPD" charge=+1 multiplicity=1
C 2.9342 0.4546 -0.0415 -0.282 0.105 0.474
C 1.6905 -0.3410 0.3445 -0.150 -0.230 0.319
C 0.4205 0.5067 0.2316 -0.648 -0.841 -0.764
N -2.5019 0.3398 -0.4223 0.150 1.035 -0.721
C -1.5248 0.3455 -1.3224 -0.230 -1.433 -0.062
N -0.2759 0.1349 -1.0517 0.947 1.416 0.197
H 2.8964 0.8054 -1.0716 0.145 -0.065 -0.098
H 3.8691 -0.0611 0.1608 -0.077 -0.271 -0.269
H 2.9519 1.3240 0.6088 0.105 0.331 -0.034
H 1.5481 -1.2519 -0.2374 0.103 0.010 -0.229
H 1.7626 -0.7212 1.3597 0.140 0.191 0.212
H -0.3294 0.3338 0.9986 0.382 -0.067 0.390
H 0.6534 1.5644 0.1378 -0.021 0.132 0.191
H -2.3317 0.6693 0.5189 -0.264 -0.259 0.110
H -3.4238 0.4035 -0.8281 -0.142 0.313 0.457
H -1.8370 0.3327 -2.3602 0.090 -0.162 -0.044
H 0.3764 0.0685 -1.8229 -0.277 0.035 -0.253
H -2.5885 -1.3492 0.9262 -0.051 -0.355 0.069
H -2.3056 -2.1481 2.2001 0.062 -0.007 0.107
O -1.9844 -1.4107 1.6712 0.017 0.123 -0.052



21
Properties=species:S:1:pos:R:3:forces:R:3 method="wB97M-V/def2-TZVPD" charge=-1 multiplicity=1
C -1.1964 -0.4107 -0.3798 -1.292 -1.540 -0.254
N -1.7826 0.8101 0.1484 2.326 1.613 -1.406
C -0.8365 1.6493 0.9706 0.951 -0.869 -1.143
O 0.0466 0.8917 1.6188 1.404 -0.877 0.660
C 0.0552 -0.3430 -1.2816 1.016 0.835 0.567
C 0.1717 -1.5703 -2.1937 -0.107 -1.302 -0.667
N 1.3279 -0.1976 -0.4845 -0.831 0.013 -0.494
H -1.9093 -0.9429 -1.0795 -0.026 0.718 0.975
H -0.9838 -1.1224 0.4467 0.156 0.095 -0.389
H -2.6680 0.8503 0.5594 -1.345 -1.002 0.430
H -1.3914 2.1017 1.7487 -1.547 1.496 0.399
H -0.3410 2.4176 0.2793 -0.568 -0.495 0.508
H -0.0518 0.5421 -1.9601 0.024 -0.445 0.542
H 0.5311 -2.5067 -1.6291 -0.479 1.342 -0.664
H -0.8241 -1.8571 -2.6707 1.161 0.455 0.538
H 0.8985 -1.3831 -3.0446 -0.706 -0.209 1.058
H 1.0329 0.0938 0.4883 0.134 0.153 -0.672
H 1.7701 -1.1074 -0.4294 -0.026 -0.066 0.033
H 2.4226 0.0483 3.2364 -0.038 -0.509 -0.035
H 1.4590 1.0552 2.5162 0.440 -0.104 0.596
O 2.2694 0.9811 3.1402 -0.648 0.698 -0.584



21
Properties=species:S:1:pos:R:3:forces:R:3 method="wB97M-V/def2-TZVPD" charge=-1 multiplicity=1
C -1.0811 1.5041 0.5064 1.657 -0.760 -1.006
O -2.1749 1.2972 1.2081 -0.360 -0.231 0.536
C -0.0175 0.2899 0.4102 -0.226 0.789 -0.270
C 0.6601 0.4425 -0.9364 0.745 -0.480 -0.539
C 1.9344 -0.4097 -1.2263 -0.571 0.119 1.633
N 1.8391 -1.2278 -2.4324 0.379 0.299 -0.331
N -0.5889 -1.0351 0.5302 1.870 0.308 0.612
H -0.3526 2.3120 0.7959 -0.406 0.420 0.453
H -1.2282 1.7325 -0.5756 -0.582 0.150 -0.170
H 0.7574 0.4907 1.1644 -0.212 -0.475 0.336
H -0.0663 0.1332 -1.6971 -0.010 0.507 -0.149
H 0.9699 1.4891 -1.0490 -0.566 -0.006 -0.225
H 2.8006 0.2559 -1.2685 0.000 -0.106 -0.362
H 2.0741 -0.9984 -0.3024 0.172 -0.204 -0.368
H 1.4791 -2.1509 -2.2378 0.008 -0.023 0.100
H 2.7545 -1.3206 -2.8592 -0.183 -0.204 0.053
H -1.1319 -1.1258 1.3729 -0.593 -0.269 -0.406
H -0.9595 -1.3312 -0.3434 -0.989 -0.242 -0.127
H -3.2313 -0.1629 3.3601 -0.024 0.018 0.078
H -2.1503 0.1117 2.3300 -0.110 0.966 0.359
O -2.2868 -0.2965 3.2501 0.000 -0.573 -0.205



21
Properties=species:S:1:pos:R:3:forces:R:3 method="wB97M-V/def2-TZVPD" charge=-1 multiplicity=1
C -0.4234 0.9482 1.8684 -0.123 2.891 1.691
N 0.5496 2.0103 2.3792 -3.665 -0.604 -0.103
C 0.2302 -0.1358 1.0003 -3.026 -0.598 0.151
C -0.6873 -1.4791 1.1303 4.068 0.715 -0.156
N 0.2369 0.3875 -0.3282 4.390 -2.894 0.004
C 0.5301 -0.5167 -1.4898 1.866 0.297 -1.473
O -0.4751 -1.1537 -2.1304 -1.474 -0.088 -0.335
H -1.2981 1.6179 1.4577 1.534 -1.909 -0.077
H -0.8356 0.6011 2.8497 0.221 -0.342 -0.904
H 0.9956 1.6560 3.1523 1.342 -0.902 2.043
H 1.2075 2.3326 1.7630 1.667 0.642 -2.246
H 1.2569 -0.3173 1.4138 -0.763 0.059 -0.522
H 0.0092 -2.3202 1.0711 0.258 -0.159 0.649
H -1.1966 -1.7103 0.2561 -1.821 0.479 -1.475
H -1.1715 -1.4795 2.0571 -1.152 -0.235 1.168
H -0.5072 0.8619 -0.6548 -3.436 2.043 -0.397
H 0.9620 0.2311 -2.2057 0.163 -0.580 0.281
H 1.3289 -1.3102 -1.3074 -0.315 1.114 0.851
H -0.6029 -0.5643 -3.3503 1.008 1.570 0.107
H 0.2723 0.0051 -4.7618 0.739 -0.455 -0.635
O -0.3818 0.3354 -4.1707 -1.480 -1.044 1.379



21
Properties=species:S:1:pos:R:3:forces:R:3 method="wB97M-V/def2-TZVPD" charge=-2 multiplicity=2
N -2.7692 -0.4935 0.3096 -0.309 -0.873 0.123
C -1.6769 -1.3940 0.6294 1.938 -0.571 -1.196
C -0.5291 -1.2277 -0.4305 -0.633 1.339 1.170
N 0.2403 -0.0016 -0.0801 -0.358 -0.316 -0.373
C 1.0662 0.5368 -1.1546 2.168 -0.682 -0.099
C 1.5731 1.9744 -0.9629 0.467 0.308 0.590
O 2.4497 2.3255 -1.9225 -0.157 0.182 0.028
H -3.5268 -0.6698 0.9844 -0.001 0.313 -0.083
H -2.4883 0.4785 0.3571 -0.080 0.038 0.344
H -1.9332 -2.4621 0.6432 -0.681 0.372 -0.195
H -1.1640 -1.2837 1.5857 -0.314 0.417 0.371
H 0.1954 -2.0395 -0.4317 -0.131 -0.306 -0.161
H -0.9953 -1.0459 -1.3995 0.062 -0.493 -0.279
H -0.4207 0.7037 0.2333 0.066 0.132 -0.246
H 2.0673 -0.0153 -1.2804 -1.230 0.261 0.742
H 0.6884 0.3838 -2.1567 -0.942 0.287 -0.386
H 2.0089 1.9794 0.0981 -0.008 -0.130 -0.331
H 0.7159 2.6886 -0.8051 -0.269 -0.203 -0.364
H 0.9370 -0.2560 1.3359 0.514 -0.064 0.587
H 2.1554 0.2076 2.2011 0.062 0.115 -0.088
O 1.4058 -0.3893 2.2464 -0.165 -0.126 -0.151



E: -9380.2397; -9380.3262; -11433.7556; -11433.7880; -11432.6091; -11429.4738 (eV)